# CH3O4S

2 unconnected molecules or ions with the total composition CH3O4S in a non-equilibrium geometry (ωB97M-V with the def2-TZVPD basis set, the OMol25 dataset).

Results
* HOMO-LUMO gap: 8.45 eV
* net charge: -1
* energy above the lowest of the compared OMol25 structures with the same formula, charge and spin: 31.1 kcal/mol
* HOMO: -4.4728 eV
* molecular weight: 111.10 g/mol
* lowest unoccupied orbital energy: 3.982 eV

```
9
Properties=species:S:1:pos:R:3:lowdin_charge:R:1
C 1.7825 0.0115 0.3000 -0.244
O -2.4562 1.3109 -0.4027 -0.539
O -1.9208 -1.1339 0.1298 -0.392
O 2.4756 0.7587 -0.3585 -0.081
O -0.2584 0.5596 -0.6150 -0.522
S -1.3926 0.5257 0.2786 0.591
H 1.5364 0.3378 1.3751 0.092
H 1.6682 -1.0435 0.0117 0.074
H -1.4348 -1.3267 -0.7189 0.023
```